# 1
Entry from the Open Molecules 2025 dataset: a cluster of 2 separate species, C3H13N5 in total (the ωB97M-V functional and the def2-TZVPD basis).

```
21
Properties=species:S:1:pos:R:3:lowdin_charge:R:1
C 1.588 -0.838 1.551 -0.08
C 0.135 -0.176 -2.560 -0.05
C 1.238 -0.664 0.060 -0.35
N -1.466 0.647 2.204 0.00
N -1.545 1.776 0.314 -0.02
N -0.642 -0.263 -1.230 -0.11
N -0.113 -0.839 -0.176 -0.08
N -0.774 1.064 1.107 -0.20
H 0.980 -0.152 2.080 0.02
H 1.474 -1.746 1.965 0.02
H 2.675 -0.555 1.545 0.09
H 1.189 -0.381 -2.561 0.05
H -0.302 -0.805 -3.329 0.06
H 0.126 0.830 -2.986 0.06
H 1.715 0.309 -0.247 0.12
H 1.764 -1.363 -0.559 0.09
H -2.243 0.100 1.861 0.06
H -0.951 0.017 2.855 0.08
H -1.048 2.374 -0.312 0.08
H -2.296 1.369 -0.133 0.04
H -1.503 -0.706 -1.446 0.10
```

The HOMO energy (spin up / spin down) comes out at -5.995 / -9.065 eV. The spin multiplicity is 3. Its gap between HOMO and LUMO (spin up / spin down) is 6.9 / 9.7 eV. The maximum force is 0.0876 hartree/bohr. As for the charge: 0.



# 2
Entry from the Open Molecules 2025 dataset: a cluster of 3 separate species, C3H13NO2S in total (the ωB97M-V functional and the def2-TZVPD basis).

```
20
Properties=species:S:1:pos:R:3:lowdin_charge:R:1
C 0.961 -1.862 -1.512 -0.13
C 1.107 -1.837 0.001 -0.53
N 1.665 -3.261 0.275 -0.01
C -0.345 -1.410 0.606 -0.53
S 0.105 -0.872 2.318 0.63
H 0.779 -2.936 -1.962 0.10
H -0.040 -1.195 -1.815 0.11
H 1.981 -1.524 -1.828 0.07
H 1.927 -1.181 0.321 0.10
H 0.928 -3.658 0.875 0.05
H 2.519 -3.093 0.914 0.09
H -1.028 -2.225 0.356 0.07
H -0.669 -0.628 -0.140 0.05
H -1.042 -0.176 2.957 -0.09
O -1.951 1.920 1.324 -0.07
H -1.622 2.349 0.493 0.07
H -2.619 2.399 1.752 0.00
O -0.619 6.557 -1.847 -0.08
H -1.268 6.994 -1.172 0.10
H -0.770 5.640 -1.917 -0.01
```

The HOMO energy comes out at -8.960 eV. As for the SMILES: C[C@H](N)CS.O.O. As for the relative energy (zero: lowest compared OMol25 entry of this formula, charge and spin): 2.6807 eV. Its gap between HOMO and LUMO is 9.1 eV. The maximum force is 0.0748 hartree/bohr. As for the charge: 0.



# 3
Entry from the Open Molecules 2025 dataset: a cluster of 3 separate species, C3H13NO3 in total (the ωB97M-V functional and the def2-TZVPD basis).

```
20
Properties=species:S:1:pos:R:3:lowdin_charge:R:1
C -1.114 1.811 -0.101 -0.04
C -0.877 0.354 0.302 -0.40
O 0.558 0.247 0.512 -0.08
C -1.343 -0.611 -0.808 -0.23
N -0.239 -0.980 -1.707 0.01
H -0.915 2.429 0.766 0.08
H -0.487 2.010 -0.965 0.08
H -2.128 1.987 -0.463 0.08
H -1.378 0.128 1.232 0.13
H 0.575 -0.384 1.244 0.07
H -1.793 -1.513 -0.387 0.11
H -2.129 -0.126 -1.336 0.09
H 0.372 -0.190 -1.810 0.07
H -0.639 -1.418 -2.521 0.07
O 1.432 0.410 3.151 -0.05
H 0.822 0.839 2.554 0.01
H 2.318 0.741 2.983 0.05
O 2.692 -1.838 -0.689 -0.08
H 1.777 -1.728 -0.385 0.00
H 2.496 -2.169 -1.572 0.02
```

The HOMO energy comes out at -9.479 eV. As for the SMILES: C[C@H](O)CN.O.O. As for the relative energy (zero: lowest compared OMol25 entry of this formula, charge and spin): 0.8980 eV. Its gap between HOMO and LUMO is 10.2 eV. The maximum force is 0.0316 hartree/bohr. As for the charge: 0.